# C40H71BClN2O15

5 unconnected molecules or ions with the total composition C40H71BClN2O15 at a distorted geometry (ωB97M-V/def2-TZVPD, the Open Molecules 2025 dataset).

As for the charge: +1. The LUMO energy comes out at -0.0868 Eh. Its HOMO-LUMO gap is 8.672 eV. The energy comes out at -3289.77986 Eh.

Geometry (Å):
1 C -3.869864 -2.192172 -6.598710
2 C -4.403286 -2.225407 -5.529828
3 C -4.745273 -2.419621 -4.124665
4 C -4.158135 -1.324233 -3.195437
5 C -3.019554 -0.503074 -3.808728
6 N -2.127703 -0.041457 -2.725631
7 C -2.422454 0.964169 -1.818038
8 O -3.568779 1.670811 -1.796681
9 B -3.664098 2.747739 -2.712046
10 O -3.282523 3.986034 -2.264068
11 O -4.160140 2.577035 -3.982596
12 C -1.380341 1.044819 -0.949999
13 C -1.221529 1.980408 0.201722
14 C -0.645960 3.322280 -0.283161
15 O 0.504201 3.664121 0.509248
16 C 1.404426 4.446778 -0.118435
17 O 2.430383 4.750852 0.404966
18 N -0.466830 0.093525 -1.339100
19 C 0.817493 -0.227069 -0.701617
20 C 1.976880 0.632030 -1.218527
21 C 3.200423 -0.164642 -1.698891
22 C 3.520437 -1.414511 -0.869446
23 C 3.684633 -1.157834 0.635595
24 C 3.424909 -2.472700 1.428777
25 C 4.619039 -2.950552 2.281970
26 C 4.212023 -3.350290 3.690553
27 O 4.506966 -2.262233 4.582786
28 C 4.159855 -2.526878 5.878422
29 C 5.011640 -3.475036 6.673166
30 O 3.215086 -1.965877 6.366059
31 C -0.917578 -0.550888 -2.433332
32 C -0.200825 -1.627458 -3.171525
33 C -0.923560 -2.972204 -3.196994
34 C -0.312139 -3.843403 -4.303366
35 Cl -0.776051 -3.761213 -1.604641
36 H -3.380592 -2.165118 -7.538809
37 H -5.829727 -2.387062 -4.056306
38 H -4.415514 -3.400235 -3.798860
39 H -4.964269 -0.664014 -2.891236
40 H -3.803300 -1.811782 -2.290124
41 H -2.399145 -1.066003 -4.493594
42 H -3.418169 0.343289 -4.350213
43 H -4.055142 4.561251 -2.383249
44 H -3.464822 2.805001 -4.613311
45 H -0.579067 1.534448 0.953227
46 H -2.215696 2.157242 0.598058
47 H -1.381940 4.120985 -0.281410
48 H -0.318646 3.214584 -1.317781
49 H 1.175165 4.788014 -1.137166
50 H 0.685218 -0.055111 0.362882
51 H 0.965349 -1.292699 -0.807247
52 H 2.272013 1.382649 -0.492820
53 H 1.603711 1.192355 -2.079755
54 H 4.058149 0.505378 -1.619448
55 H 3.147411 -0.426300 -2.755399
56 H 4.451204 -1.830731 -1.248167
57 H 2.752959 -2.158936 -1.080065
58 H 3.048821 -0.355118 0.998038
59 H 4.735722 -0.938412 0.792696
60 H 3.229100 -3.259348 0.706576
61 H 2.518068 -2.395271 2.026360
62 H 5.013882 -3.857907 1.825237
63 H 5.426197 -2.224375 2.310941
64 H 4.777243 -4.224255 4.023755
65 H 3.156649 -3.623337 3.731375
66 H 4.857073 -4.488611 6.306040
67 H 6.060453 -3.221692 6.537155
68 H 4.727628 -3.395198 7.712275
69 H -0.104541 -1.292783 -4.207040
70 H 0.801039 -1.786170 -2.791449
71 H -1.977056 -2.872969 -3.421559
72 H -0.537527 -4.887459 -4.127856
73 H -0.709566 -3.496285 -5.254053
74 H 0.763649 -3.684561 -4.288789
75 O -5.402501 7.433679 -3.551583
76 C -5.390617 7.672084 -2.377997
77 O -5.542305 6.640698 -1.514830
78 C -5.366576 6.755624 -0.096426
79 C -6.625137 7.242893 0.589308
80 C -5.290337 9.079547 -1.844177
81 H -4.500079 7.376452 0.135380
82 H -5.131443 5.747992 0.245490
83 H -6.900932 8.243988 0.258990
84 H -6.486145 7.264241 1.670090
85 H -7.460973 6.583441 0.355902
86 H -6.281967 9.529497 -1.857080
87 H -4.637520 9.645300 -2.503783
88 H -4.877530 9.149305 -0.840608
89 O 7.487530 0.048601 9.147411
90 C 6.427690 0.598996 9.037985
91 O 5.474232 0.028262 8.278158
92 C 4.123844 0.500351 8.208156
93 C 3.972508 1.612290 7.191736
94 C 6.166112 1.947980 9.667462
95 H 3.758411 0.786352 9.196157
96 H 3.538110 -0.358614 7.893504
97 H 4.559498 2.491052 7.462308
98 H 2.927099 1.909801 7.106396
99 H 4.323090 1.276323 6.215511
100 H 6.563364 2.721994 9.012489
101 H 6.692384 1.985217 10.617963
102 H 5.117196 2.151412 9.868718
103 O 3.954238 -4.646606 -1.176605
104 C 5.019650 -5.129970 -1.458100
105 O 5.685469 -5.810622 -0.515194
106 C 6.877275 -6.564640 -0.774651
107 C 8.115467 -5.694597 -0.725244
108 C 5.653633 -4.916401 -2.812278
109 H 6.789098 -7.112219 -1.713610
110 H 6.919483 -7.309299 0.017609
111 H 8.098976 -4.924398 -1.496880
112 H 9.011015 -6.299687 -0.863901
113 H 8.181010 -5.187247 0.237285
114 H 6.161435 -3.952499 -2.812501
115 H 4.862891 -4.900485 -3.558559
116 H 6.357481 -5.691520 -3.103286
117 O -6.356587 -1.892520 -0.877773
118 C -7.050501 -0.937862 -1.099849
119 O -8.005055 -1.031046 -2.039914
120 C -8.984904 -0.012684 -2.273382
121 C -8.465456 1.065119 -3.202456
122 C -6.804399 0.387776 -0.416775
123 H -9.352397 0.392013 -1.329728
124 H -9.823187 -0.526282 -2.739629
125 H -7.611624 1.591232 -2.772848
126 H -9.246314 1.795088 -3.414259
127 H -8.134515 0.624177 -4.143045
128 H -6.004668 0.905939 -0.946243
129 H -6.482002 0.196129 0.603959
130 H -7.672647 1.039766 -0.359388

Forces on the atoms, in the same order (eV/Å):
C 0.12 0.16 -0.43
C 0.62 -0.50 0.45
C -0.51 0.73 -0.15
C -0.07 -0.31 -0.21
C -0.01 -0.26 0.58
N 0.02 0.26 -0.49
C 0.33 -0.32 0.27
O 0.23 -0.25 -0.67
B -0.07 0.56 0.18
O -0.67 -0.49 0.46
O 0.59 -0.84 0.31
C -0.28 0.16 0.39
C -0.10 0.26 -0.71
C 0.52 -0.16 -0.14
O -0.47 0.03 -0.44
C 0.86 0.22 0.47
O -0.04 -0.02 0.06
N 0.04 -0.72 -0.77
C -0.12 0.55 0.58
C -0.13 -0.17 -0.88
C 0.68 0.11 0.59
C -0.28 0.68 -0.34
C 0.02 -1.42 -0.21
C 0.31 0.32 -0.30
C -0.73 -0.54 0.04
C 0.85 -0.11 0.09
O -0.30 -0.23 0.00
C -0.52 0.43 0.57
C 0.15 0.11 -0.58
O 0.06 0.03 -0.21
C -0.14 0.41 0.87
C -0.72 0.14 -0.39
C 0.38 -0.47 -0.64
C 0.04 0.58 0.70
Cl -0.07 0.12 0.15
H -0.12 0.04 -0.23
H -0.12 -0.21 0.34
H 0.00 -0.19 -0.07
H 0.05 0.18 0.04
H 0.01 0.01 0.13
H -0.04 -0.16 -0.13
H 0.07 0.24 0.00
H 0.41 0.69 -0.30
H -0.48 0.47 -0.31
H -0.01 0.14 0.23
H -0.04 -0.13 0.35
H -0.10 0.06 0.28
H 0.00 0.00 -0.12
H -0.48 -0.21 -0.07
H -0.10 -0.09 0.09
H 0.09 -0.11 -0.09
H -0.03 -0.06 0.29
H -0.02 0.14 0.00
H 0.04 0.12 -0.10
H -0.28 -0.07 -0.08
H 0.00 -0.22 -0.08
H 0.02 -0.26 0.20
H 0.11 0.22 0.07
H 0.00 0.69 0.14
H -0.12 -0.10 -0.10
H 0.01 0.16 0.22
H 0.16 0.04 -0.19
H 0.04 0.11 0.18
H 0.08 -0.04 -0.04
H -0.15 0.19 0.08
H 0.03 -0.12 0.10
H 0.09 -0.02 0.04
H -0.01 -0.08 0.14
H 0.10 0.01 -0.11
H 0.13 0.15 0.11
H -0.24 0.11 0.31
H -0.06 -0.13 -0.18
H -0.01 -0.16 -0.18
H 0.17 -0.28 -0.13
O 0.08 -0.18 -0.06
C -0.18 0.35 0.01
O 0.25 -0.50 -0.02
C -0.13 0.15 0.23
C -0.08 0.08 -0.11
C 0.39 -0.03 0.15
H -0.03 0.05 -0.05
H 0.02 -0.04 -0.12
H 0.06 0.03 0.05
H 0.01 -0.01 0.00
H 0.03 -0.05 0.04
H -0.02 0.00 0.00
H -0.14 0.00 -0.13
H -0.15 -0.03 0.04
O 0.03 -0.11 -0.03
C 0.04 0.28 -0.02
O -0.04 -0.35 -0.02
C -0.23 0.18 -0.05
C 0.18 0.10 0.00
C -0.25 -0.12 0.33
H 0.11 0.07 0.01
H 0.11 -0.06 0.02
H -0.06 0.02 0.05
H -0.01 -0.03 0.00
H -0.07 -0.06 0.00
H 0.01 0.00 -0.01
H 0.16 0.01 -0.10
H 0.00 0.05 -0.15
O -0.08 0.01 0.00
C 0.17 0.15 -0.10
O -0.17 -0.15 0.20
C 0.29 -0.02 -0.04
C -0.07 0.16 -0.03
C -0.11 -0.37 -0.17
H -0.02 0.06 -0.03
H -0.13 0.04 0.04
H 0.03 -0.06 -0.06
H -0.01 -0.02 0.01
H 0.02 -0.07 0.03
H 0.02 0.01 0.01
H -0.05 0.16 0.06
H 0.11 0.09 0.07
O 0.07 -0.12 -0.10
C 0.11 0.29 0.04
O -0.05 -0.28 -0.04
C -0.10 0.27 -0.11
C 0.18 -0.03 0.03
C -0.33 0.06 0.32
H 0.07 0.00 0.02
H 0.06 -0.12 0.02
H -0.05 0.05 0.04
H -0.01 -0.01 -0.01
H -0.07 -0.01 -0.02
H 0.03 -0.01 -0.01
H 0.16 -0.10 -0.08
H 0.02 0.02 -0.16